Arrangement A

This record from the Open Molecules 2025 dataset describes 3 unconnected molecules or ions with the total composition C2H9NO4. The level of theory is ωB97M-V/def2-TZVPD.

Last column: Löwdin charge in e.
Atoms and positions in Å:
N  -1.9185  -1.5253  1.0643  0.020
C  -0.4995  -1.6005  0.8312  -0.194
C  0.0757  -0.5302  -0.0892  -0.509
O  -0.3575  0.5950  -0.1944  0.070
O  1.1765  -0.9704  -0.6835  0.105
H  -2.1391  -0.7405  1.6560  0.071
H  -2.4111  -1.3945  0.1929  0.074
H  -0.1489  -2.5527  0.4519  0.114
H  -0.0016  -1.4189  1.7829  0.132
H  1.6010  -0.4155  -1.3696  0.076
O  -0.8465  2.3413  1.9652  -0.069
H  -0.3842  1.8661  1.2642  -0.013
H  -0.8652  3.2741  1.7527  0.025
O  2.0223  0.7343  -2.7084  -0.032
H  2.0800  1.6656  -2.4534  0.070
H  2.6166  0.6721  -3.4627  0.062

## Properties
* structure (SMILES): NCC(=O)O.O.O
* net charge: 0
* highest occupied orbital energy: -9.49 eV
* spin multiplicity: 1
* gap between HOMO and LUMO: 9.7 eV

Arrangement B

This record from the Open Molecules 2025 dataset describes 3 unconnected molecules or ions with the total composition C2H9NO4. The level of theory is ωB97M-V/def2-TZVPD.

Last column: Löwdin charge in e.
Atoms and positions in Å:
N  -0.8403  0.0917  -2.6338  0.011
C  0.2605  0.3520  -1.7191  -0.194
C  -0.0899  0.1816  -0.2534  -0.537
O  0.0582  1.0435  0.5701  0.085
O  -0.6981  -0.9915  -0.0043  0.097
H  -0.8763  -0.8529  -2.9894  0.068
H  -1.7441  0.3571  -2.2697  0.073
H  0.6167  1.3794  -1.8196  0.115
H  1.1028  -0.2831  -1.9671  0.121
H  -0.6441  -1.1326  0.9572  0.092
O  2.9120  0.5897  0.4023  -0.057
H  3.8682  0.7113  0.3992  0.037
H  2.5649  1.4314  0.7258  0.036
O  -1.8181  -1.1507  2.8449  -0.046
H  -1.0936  -1.2895  3.4657  0.049
H  -2.1758  -0.2949  3.1047  0.050

## Properties
* structure (SMILES): NCC(=O)O.O.O
* net charge: 0
* highest occupied orbital energy: -9.14 eV
* spin multiplicity: 1
* gap between HOMO and LUMO: 9.7 eV

What should be chosen as the most stable of them? Choose arrangement A.

Arrangement A

This record from the Open Molecules 2025 dataset describes 3 unconnected molecules or ions with the total composition C2H9NO4. The level of theory is ωB97M-V/def2-TZVPD.

Last column: Löwdin charge in e.
Atoms and positions in Å:
C  0.9240  1.3002  -0.9607  -0.148
N  1.2605  0.1682  -1.7621  0.019
C  2.5379  -0.4810  -1.6110  -0.474
O  3.0361  -1.3786  -2.2601  0.096
O  3.2067  0.3719  -0.6852  0.025
H  1.6843  2.1221  -0.7646  0.104
H  0.7042  0.9988  0.0198  0.056
H  -0.0097  1.8547  -1.2960  0.104
H  0.3663  -0.2272  -1.9296  0.117
H  3.9425  0.8105  -1.0960  0.102
O  -6.1934  -2.2099  0.8680  -0.070
H  -6.3650  -2.7977  0.1380  0.019
H  -6.9701  -1.6108  0.7878  0.051
O  -2.2755  1.9249  4.9364  -0.057
H  -2.2556  1.9152  3.9874  0.016
H  -2.8830  1.1751  5.0441  0.041

## Properties
* structure (SMILES): CNC(=O)O.O.O
* net charge: 0
* highest occupied orbital energy: -9.95 eV
* spin multiplicity: 1
* gap between HOMO and LUMO: 10.4 eV

Arrangement B

This record from the Open Molecules 2025 dataset describes 3 unconnected molecules or ions with the total composition C2H9NO4. The level of theory is ωB97M-V/def2-TZVPD.

Last column: Löwdin charge in e.
Atoms and positions in Å:
C  -1.7430  1.3889  0.4728  -0.082
N  -1.2143  0.5755  1.5844  0.030
C  -0.6882  -0.6442  1.2352  -0.592
O  -0.7378  -1.6028  1.9491  0.117
O  0.2158  -0.5540  0.1700  0.057
H  -1.8203  0.8356  -0.4756  0.088
H  -1.1640  2.2615  0.2003  0.074
H  -2.7419  1.7012  0.7426  0.078
H  -1.9700  0.4288  2.2459  0.133
H  1.1422  -0.5996  0.4116  0.100
O  0.8255  0.0916  -6.1538  -0.056
H  0.7023  1.0265  -5.9891  0.026
H  0.4348  -0.3248  -5.3807  0.030
O  2.8038  -1.8727  3.0896  -0.052
H  3.6109  -1.4429  3.3987  0.038
H  2.3439  -1.2687  2.4992  0.011

## Properties
* structure (SMILES): CNC(=O)O.O.O
* net charge: 0
* highest occupied orbital energy: -10.41 eV
* spin multiplicity: 1
* gap between HOMO and LUMO: 10.6 eV

What should be chosen as the most stable of them? Choose arrangement B.